(1)
Formula: C46H52IO27P
Source: OMol25
Level of theory: ωB97M-V with the def2-TZVPD basis set

As for the SMILES: COCCCCCCO[P@@](=O)(OCCCCOC(C)=O)OC[C@H](C)I.O=C1C=C(O)C(=O)C=C1O.O=C1C=C(O)C(=O)C=C1O.O=C1C=C(O)C(=O)C=C1O.O=C1C=C(O)C(=O)C=C1O.O=C1C=C(O)C(=O)C=C1O. Its net charge is 0.

Last column: Mulliken charge in e.
CARTESIAN COORDINATES (ANGSTROEM)
I: 4.191 0.512 0.657  0.0605
P: 0.751 3.111 -0.624  0.3805
O: 0.418 -2.457 7.812  -0.5419
O: -0.726 -1.780 -6.913  -0.6547
O: 0.133 3.807 -1.750  -0.7564
O: -1.804 2.381 5.010  -0.4649
O: -0.835 -4.478 -7.819  -0.5424
O: 6.354 1.707 7.245  -0.5696
O: 1.034 1.131 -3.713  -0.5180
O: 2.438 -7.192 5.931  -0.5702
O: 0.713 3.964 0.712  -0.3794
O: -1.446 0.262 -8.521  -0.5838
O: 0.264 3.144 -5.252  -0.5823
O: -3.905 -0.631 -6.902  -0.4318
O: 6.112 2.706 4.817  -0.6415
O: -2.745 -2.177 -5.093  -0.5320
O: -6.528 -1.522 -2.403  -0.6434
O: -7.719 -0.049 -4.233  -0.5743
O: -2.619 -7.375 -11.036  -0.6254
O: 0.133 1.682 -0.331  0.7186
O: 0.425 -1.129 3.707  -0.1337
O: 1.617 -5.306 4.281  -0.6746
O: -3.607 2.990 6.193  -0.6042
O: 1.313 -4.311 9.461  -0.6271
O: 2.297 2.873 -0.920  -0.2620
O: 5.817 6.074 8.876  -0.6150
O: -1.679 -2.446 -9.378  -0.4940
O: -3.375 -5.396 -12.596  -0.5796
O: 5.500 7.058 6.454  -0.5683
C: 1.512 -5.039 5.464  1.1196
C: 3.342 2.386 1.280  0.9765
C: -5.875 -0.270 -5.662  -1.1968
C: 1.253 -0.099 4.190  -1.0951
C: 5.715 5.757 6.567  0.3900
C: -2.779 -5.087 -11.454  0.3944
C: -0.533 3.480 2.733  -0.5535
C: 0.967 -3.790 5.964  -0.8094
C: -0.982 2.012 2.680  2.1440
C: -4.580 -1.932 -3.664  -0.7232
C: 0.442 0.852 -4.858  0.2178
C: -1.684 -6.007 -9.360  -0.7777
C: 6.161 3.014 7.131  0.3965
C: -3.966 2.726 3.847  -0.8322
C: 6.023 3.517 5.721  1.0638
C: -3.125 2.700 5.103  0.6931
C: -3.942 -1.687 -4.819  0.3356
C: -1.667 -0.719 0.268  0.1151
C: 6.093 3.837 8.186  -0.9651
C: 4.275 3.011 2.297  -1.5778
C: -2.364 -6.263 -10.615  1.0951
C: 1.388 -4.591 8.280  0.9162
C: -0.573 4.115 1.342  -0.8995
C: 0.208 -0.409 -5.258  -0.8199
C: -1.438 1.419 4.022  -0.1087
C: -1.455 -4.746 -8.960  0.3817
C: 0.028 2.037 -5.691  1.2741
C: 1.913 -5.851 7.779  -1.0206
C: 0.904 -3.573 7.284  0.1757
C: 5.878 5.258 7.978  0.9613
C: -6.511 -0.519 -4.510  0.3220
C: 0.627 -1.261 1.287  1.5652
C: 1.031 -1.853 2.629  -1.4797
C: -1.083 1.392 -1.076  -0.8429
C: -0.621 1.786 -6.964  -1.0151
C: -1.309 -0.108 -1.101  -0.7622
C: 5.786 4.933 5.512  -1.0324
C: 3.251 3.283 0.072  -1.0545
C: -0.723 -1.780 0.804  -1.2343
C: -0.461 -0.653 -6.510  0.5421
C: -1.897 -3.567 -9.796  0.6800
C: -2.558 -3.826 -11.062  -1.1942
C: 1.973 -6.068 6.459  0.3330
C: -0.860 0.526 -7.367  0.4008
C: -5.892 -1.360 -3.427  1.0981
C: -4.552 -0.823 -5.891  0.9346
H: -4.274 1.716 3.595  0.3125
H: -2.470 -1.860 -5.987  0.1380
H: 0.494 -1.267 -4.666  0.4983
H: 2.371 -7.083 4.963  0.3693
H: -0.997 1.739 -2.094  0.7230
H: -7.937 -0.376 -3.340  0.3587
H: 0.881 0.203 5.164  0.4221
H: 6.193 3.486 9.203  0.4248
H: 6.366 1.354 6.336  0.3532
H: -0.161 1.417 2.295  -1.9093
H: -0.379 -0.537 -1.473  0.3064
H: 5.221 3.310 1.856  0.3520
H: -2.078 -0.338 -1.830  0.3238
H: 2.385 2.245 1.766  -0.5094
H: 1.073 2.111 -3.650  0.2551
H: -1.376 3.715 0.731  0.2911
H: 0.492 -2.562 8.779  0.3643
H: 2.110 -1.759 2.712  0.5344
H: 2.281 -0.425 4.333  0.4516
H: -1.536 -0.709 -8.626  0.4485
H: 0.517 3.483 3.008  0.2066
H: -3.430 3.126 2.994  0.1792
H: -1.095 4.067 3.446  0.5298
H: -1.377 -6.861 -8.774  0.4575
H: -2.855 -2.974 -11.657  0.4468
H: -0.898 2.642 -7.561  0.4814
H: 3.110 4.317 0.373  0.4502
H: -0.756 5.178 1.453  0.4329
H: -6.310 0.336 -6.445  0.4714
H: -2.249 0.725 3.829  0.5718
H: -1.234 -2.264 1.631  0.4991
H: 4.505 2.310 3.086  0.4738
H: 0.628 -3.065 5.234  0.5054
H: -0.770 -3.508 -7.703  0.3866
H: 5.673 5.282 4.495  0.4573
H: -1.795 1.930 1.964  0.4267
H: -4.152 -2.549 -2.886  0.5204
H: 1.213 0.765 3.524  0.2564
H: -2.652 -1.170 0.174  0.6362
H: 1.394 -1.524 0.564  0.5253
H: 0.665 -0.180 1.392  -1.3888
H: -3.408 -6.371 -12.626  0.3596
H: -0.564 -2.525 0.028  0.3409
H: 0.713 -2.887 2.708  0.5197
H: -1.771 0.083 0.995  -0.6787
H: -1.920 1.842 -0.549  0.2950
H: -4.826 3.340 4.063  0.3612
H: 4.220 3.243 -0.411  0.5111
H: 3.803 3.874 2.763  0.3854
H: 2.243 -6.582 8.503  0.4195
H: 5.499 7.413 7.363  0.3640
H: -0.645 0.814 4.444  -0.4327

***

(2)
Formula: C3H2N2O2
Source: OMol25
Level of theory: ωB97M-V with the def2-TZVPD basis set

The energy above the lowest of the compared OMol25 structures with the same formula, charge and spin is 3.703 eV. Its net charge is 0.

Last column: Mulliken charge in e.
CARTESIAN COORDINATES (ANGSTROEM)
O: -0.365 1.490 -1.281  -0.4491
O: 0.326 0.805 0.838  -0.1713
N: 0.108 -1.388 -0.391  -0.1459
N: -0.775 0.032 1.199  -0.2833
C: 0.469 1.375 -0.437  0.1405
C: 1.062 -0.872 -0.882  0.0393
C: -0.819 -1.092 0.588  0.0754
H: 1.499 1.756 -0.466  0.3946
H: -1.576 -1.829 0.843  0.3997

***

(3)
Formula: C34H53AlBrCl3F14LiN3O14P2S
Source: OMol25
Level of theory: ωB97M-V with the def2-TZVPD basis set

Its net charge is +2.

Last column: Mulliken charge in e.
CARTESIAN COORDINATES (ANGSTROEM)
Br: -6.684 6.223 -3.471  0.0999
Cl: -9.204 8.930 -0.764  -0.0911
Cl: -10.984 9.433 -3.014  -0.0214
Cl: -8.774 7.556 -3.296  0.0911
S: -9.530 4.108 -1.180  1.1300
P: 10.350 5.557 0.041  0.9984
P: -4.884 -1.766 -6.471  0.9066
Al: -9.084 -0.155 -1.345  0.2437
F: 3.857 -6.264 4.028  -0.1763
F: -3.372 -2.046 -6.218  -0.2833
F: 4.455 -6.221 1.754  -0.2428
F: -5.139 -2.111 -4.973  -0.2923
F: 5.625 -7.452 4.474  -0.2589
F: 1.715 -5.948 2.714  -0.2912
F: -5.053 -3.283 -6.789  -0.2978
F: -5.580 -1.835 -7.864  -0.2682
F: 4.522 -8.505 2.185  -0.2502
F: -6.034 -0.823 -6.007  -0.3397
F: 1.078 -6.268 0.660  -0.3583
F: -4.126 -0.502 -6.975  -0.2932
F: 3.285 -4.592 0.932  -0.2901
F: 4.084 -9.811 3.856  -0.2979
O: 2.439 -8.541 3.068  -0.4130
O: -8.455 5.181 -0.356  -0.4601
O: -10.916 4.800 -1.300  -0.5758
O: 4.802 -6.431 -1.540  -0.7004
O: -8.902 3.916 -2.606  -0.4933
O: -2.506 -1.406 2.794  -0.5105
O: 9.380 6.882 0.586  -0.4347
O: 11.555 6.099 0.818  -0.5622
O: 0.092 -0.451 1.065  -0.4031
O: 3.315 3.698 -2.427  -0.4117
O: 9.487 4.517 0.993  -0.2653
O: 1.478 0.493 -3.178  -0.3620
O: 11.319 4.232 -0.503  -0.2804
O: -5.880 -2.447 -1.383  -0.5396
N: -6.791 1.176 4.794  -0.5675
N: 6.904 -6.851 -0.848  -0.3470
N: 6.543 -5.866 -2.854  -0.4212
C: -2.442 -1.025 0.161  0.1731
C: -4.678 -0.338 1.708  0.2186
C: -9.986 8.224 -2.188  0.2960
C: 2.096 -8.068 1.755  -0.7618
C: 1.438 1.896 -2.736  -0.2975
C: -7.132 1.607 0.143  -1.0332
C: 2.811 2.378 -1.924  -0.3439
C: 3.374 -5.948 0.992  0.1364
C: 1.344 -0.451 -2.055  -0.4196
C: 4.472 5.428 -0.829  -0.7831
C: 6.006 -6.385 -1.735  0.6753
C: -1.277 -1.106 -2.855  -0.6113
C: -9.683 2.425 -0.372  -0.0629
C: 4.520 3.977 -1.599  -0.2098
C: -5.075 -1.591 -0.723  0.0534
C: -0.211 -0.758 -1.618  0.6784
C: -2.876 -1.409 -2.651  -0.6639
C: 10.711 3.466 -1.528  -0.7232
C: -7.130 -0.040 0.437  -0.3574
C: 1.611 -1.277 3.769  -1.0116
C: -5.608 -0.640 0.546  0.1217
C: 10.179 3.620 1.851  -0.7054
C: 0.966 -1.661 1.111  -0.4534
C: 3.837 -8.571 3.357  0.7273
C: -0.815 -0.734 -0.093  0.2562
C: 4.274 -7.507 4.375  0.1849
C: -8.528 2.171 0.799  -0.5282
C: 1.091 -2.325 2.612  0.1796
C: -5.104 0.614 2.972  -0.4834
C: 2.085 -6.545 1.549  0.9400
C: -3.467 -1.356 -1.119  0.1221
C: -6.265 -0.004 3.950  -0.0957
C: -3.128 -0.966 1.685  -0.1049
C: 9.129 7.023 1.974  -0.5052
Li: -9.316 3.969 2.743  0.9674
H: 10.021 6.830 2.576  0.2865
H: -3.622 -1.660 -3.528  0.4641
H: -7.592 4.708 -0.166  0.3526
H: 10.635 4.066 -2.438  0.3163
H: 1.328 -0.150 3.505  0.2423
H: 1.221 -1.575 4.857  0.2677
H: 4.139 6.329 -1.515  0.2566
H: 2.796 -1.395 3.837  0.3083
H: -5.337 1.681 2.537  0.1644
H: 2.010 -0.178 -1.114  0.1600
H: 2.057 -1.367 0.740  0.1741
H: 5.901 -5.504 -3.547  0.2298
H: 8.323 6.351 2.276  0.1959
H: 3.765 5.342 0.125  0.2167
H: -7.834 1.202 4.788  0.1997
H: -7.196 -0.452 3.400  0.0882
H: 7.532 -5.820 -3.032  0.1611
H: -7.123 1.725 -1.041  0.5959
H: -0.839 -1.106 -3.963  0.4017
H: 1.782 -1.490 -2.448  0.3392
H: 9.717 3.129 -1.224  0.3212
H: 11.333 2.590 -1.727  0.2426
H: -9.670 1.594 -1.213  0.1059
H: -10.719 2.348 0.181  0.4811
H: 0.108 -2.835 3.003  0.2368
H: -7.837 -0.347 1.319  0.6698
H: -4.121 0.738 3.638  0.3743
H: 9.633 3.545 2.794  0.2615
H: 0.444 2.192 -2.158  0.1924
H: -7.616 -0.512 -0.546  0.4122
H: -6.475 2.071 4.358  0.2515
H: 10.205 2.627 1.386  0.2371
H: 2.493 2.504 -0.800  0.2821
H: 3.709 1.615 -2.062  0.3406
H: 11.200 3.948 2.065  0.3685
H: 4.610 3.143 -0.760  0.2668
H: 5.544 5.682 -0.425  0.1910
H: -6.154 2.126 0.561  0.4424
H: 7.900 -6.823 -0.991  0.1737
H: -9.024 1.462 1.588  0.6811
H: 6.542 -7.251 0.008  0.1942
H: -10.635 7.409 -1.857  0.1400
H: -8.306 3.193 1.363  -0.2709
H: 2.664 -8.591 0.975  0.3551
H: -5.880 -0.793 4.736  0.3064
H: 0.592 -2.523 0.392  0.3593
H: 8.798 8.048 2.160  0.2741
H: 1.063 -8.407 1.613  0.4073
H: 3.865 -7.729 5.364  0.2436
H: 1.926 -3.175 2.535  -0.1417
H: 1.426 2.564 -3.725  0.2966
H: 3.570 -6.308 -0.021  0.3835
H: 5.522 3.908 -2.244  0.2545

***

In order of appearance, LUMO energy = -0.0638, -0.0070, -0.3937 hartree.
In order of appearance, strongest force on any atom = 2.25, 1.51, 9.77 eV/A.